1.
{
  "formula": "C32H48F6MnO24P",
  "method": "the ωB97M-V functional and the def2-TZVPD basis",
  "homo_energy_ev": [-11.6, -11.6],
  "lumo_ev": [-10.1, -9.7],
  "charge": 1,
  "spin_multiplicity": 6,
  "energy_ev": -140006.0693,
  "orbital_gap_ev": [1.5, 1.9],
  "species": ["H", "H", "H", "H", "O", "H", "H", "H", "C", "F", "H", "O", "O", "O", "F", "H", "O", "C", "C", "H", "O", "H", "O", "H", "O", "H", "H", "H", "H", "O", "O", "H", "O", "H", "H", "C", "C", "C", "C", "C", "C", "C", "H", "O", "C", "H", "H", "H", "O", "C", "H", "F", "C", "C", "F", "C", "H", "C", "O", "H", "H", "O", "H", "C", "O", "O", "F", "C", "P", "C", "C", "C", "C", "H", "C", "F", "H", "C", "C", "H", "H", "H", "C", "C", "H", "C", "O", "H", "O", "H", "O", "H", "O", "H", "H", "Mn", "H", "C", "H", "O", "H", "H", "H", "O", "O", "H", "C", "C", "H", "C", "H", "H"],
  "coordinates": [[10.809, -3.452, -26.564], [18.188, -8.836, -17.170], [3.312, -16.316, -20.419], [12.059, -16.626, -27.569], [10.759, -15.759, -26.280], [10.846, -1.942, -24.524], [18.299, -8.083, -19.370], [18.391, -5.506, -19.586], [11.913, -0.618, -26.803], [8.482, -9.563, -23.454], [12.883, -13.370, -29.131], [5.126, -15.367, -20.845], [6.117, -10.121, -16.285], [8.396, -10.518, -16.658], [6.626, -8.360, -24.445], [13.636, -14.790, -28.534], [8.526, -6.966, -30.293], [5.497, -11.874, -13.136], [11.174, -14.556, -25.828], [17.163, -7.597, -26.762], [11.644, -13.884, -26.858], [12.672, -14.908, -29.871], [5.456, -15.188, -18.657], [6.460, -10.592, -30.466], [-1.974, -13.627, -18.649], [19.419, -6.140, -18.240], [8.400, -0.844, -25.920], [9.634, -2.319, -27.147], [10.642, -14.166, -28.670], [16.114, -8.626, -17.657], [13.993, -8.673, -24.203], [17.059, -5.034, -24.190], [12.822, 0.100, -27.194], [4.596, -12.474, -13.010], [2.502, -16.563, -17.942], [8.897, -1.276, -25.051], [17.236, -5.860, -24.879], [10.602, -2.385, -26.651], [17.378, -8.148, -17.411], [6.900, -9.998, -29.664], [16.126, -7.263, -26.765], [15.993, -6.218, -25.665], [0.545, -10.506, -22.400], [16.535, -7.208, -19.257], [7.763, -7.152, -31.422], [4.243, -10.299, -15.272], [0.147, -13.507, -21.898], [15.809, -6.992, -27.772], [14.341, -7.916, -18.911], [6.743, -8.418, -29.800], [5.420, -10.914, -12.625], [6.414, -8.853, -22.358], [18.413, -6.070, -18.653], [5.790, -11.572, -14.582], [7.128, -6.582, -22.838], [11.164, -16.006, -27.630], [4.988, -17.026, -18.267], [14.708, -7.932, -24.939], [15.317, -8.302, -26.086], [15.542, -5.336, -26.120], [10.323, -16.485, -28.133], [7.186, -11.445, -14.773], [8.442, -2.220, -24.750], [7.354, -10.705, -15.988], [11.016, -14.142, -24.655], [11.076, -0.281, -25.811], [8.695, -7.460, -24.244], [11.451, -14.571, -28.063], [7.642, -8.094, -23.227], [-0.865, -13.107, -21.834], [0.450, -10.984, -21.425], [4.381, -16.469, -20.270], [5.317, -10.220, -15.103], [7.409, -6.949, -28.551], [7.898, -7.699, -29.172], [8.548, -8.221, -21.904], [17.907, -5.365, -17.994], [-1.506, -13.211, -19.665], [12.680, -14.416, -28.899], [-1.338, -13.283, -22.800], [17.442, -6.641, -24.148], [8.461, -8.471, -28.647], [4.508, -16.214, -18.813], [15.570, -7.906, -18.611], [5.407, -12.401, -15.176], [-0.954, -11.614, -21.315], [6.772, -7.978, -31.183], [-1.793, -11.042, -21.711], [11.665, -1.806, -27.295], [4.587, -17.465, -20.664], [-1.141, -11.955, -19.943], [2.774, -14.914, -18.683], [-1.457, -13.861, -20.840], [5.498, -9.475, -14.328], [5.803, -8.142, -29.321], [10.401, -10.882, -20.853], [6.313, -12.450, -12.700], [17.782, -7.397, -18.699], [18.083, -5.611, -25.519], [6.717, -13.932, -19.933], [17.346, -7.501, -16.534], [8.734, -0.506, -24.297], [0.674, -10.231, -20.669], [15.054, -6.719, -24.742], [7.927, -6.564, -32.503], [3.417, -15.455, -17.092], [3.199, -15.745, -18.119], [5.864, -14.782, -19.839], [6.623, -10.398, -28.688], [10.389, -1.529, -25.423], [1.215, -11.751, -21.306], [7.959, -10.234, -29.775]]
}

2.
{
  "formula": "C3H14N3",
  "method": "the ωB97M-V functional and the def2-TZVPD basis",
  "homo_energy_ev": -14.3,
  "lumo_ev": -2.9,
  "relative_energy_kcal_mol": 5.9,
  "charge": 1,
  "energy_ev": -7802.1107,
  "orbital_gap_ev": 11.3,
  "species": ["H", "H", "N", "H", "H", "H", "C", "H", "C", "H", "C", "H", "H", "H", "H", "N", "H", "H", "N", "H"],
  "coordinates": [[-1.839, 0.228, -1.357], [2.119, 1.178, -1.175], [0.710, -0.354, -0.738], [-0.268, -1.881, 1.787], [-0.260, -1.363, -2.276], [0.046, -0.668, 0.195], [-0.019, -0.321, -2.075], [-1.668, -1.284, 1.412], [-0.519, 0.047, 2.511], [-1.204, -0.110, 3.340], [1.379, 0.925, -0.412], [-1.006, 1.470, -1.974], [0.654, 1.734, -0.444], [1.429, -1.072, -0.828], [1.875, 0.875, 0.550], [-0.688, -1.002, 1.479], [0.697, 0.038, -2.812], [-0.749, 1.020, 2.081], [-1.202, 0.478, -2.106], [0.514, 0.060, 2.845]]
}

3.
{
  "formula": "C37H40FeN8OS3",
  "method": "the ωB97M-V functional and the def2-TZVPD basis",
  "homo_energy_ev": [-0.7, -0.7],
  "lumo_ev": [3.4, 3.4],
  "relative_energy_kcal_mol": 75.7,
  "charge": -2,
  "energy_ev": -119878.3403,
  "orbital_gap_ev": [4.2, 4.1],
  "species": ["C", "H", "N", "C", "H", "C", "H", "C", "H", "C", "H", "H", "C", "H", "H", "H", "C", "S", "H", "Fe", "H", "H", "H", "C", "C", "H", "H", "H", "H", "H", "C", "C", "H", "H", "C", "H", "C", "H", "H", "N", "H", "H", "C", "C", "H", "C", "H", "N", "N", "C", "C", "H", "C", "H", "H", "N", "H", "H", "C", "C", "C", "C", "C", "H", "H", "C", "H", "H", "C", "H", "N", "C", "C", "S", "C", "C", "C", "O", "N", "S", "C", "H", "H", "N", "C", "C", "C", "H", "C", "C"],
  "coordinates": [[-5.208, 0.518, 2.131], [-3.685, -2.080, 0.558], [1.299, -2.210, 1.707], [-0.006, 0.651, -2.490], [-0.543, -3.196, -1.852], [-0.306, -2.940, -0.814], [-1.837, 3.637, -7.732], [-0.187, 0.807, -6.883], [-0.880, 2.995, 2.146], [-2.018, 0.655, 1.874], [-1.317, 0.335, 4.323], [2.832, -3.176, 0.677], [-4.891, -0.605, 1.379], [-6.261, 0.711, 2.317], [0.862, 5.401, -4.596], [0.722, 2.365, 1.800], [-0.214, 2.140, 2.316], [2.528, 0.596, 2.388], [1.137, 1.537, -3.886], [0.477, -0.482, 1.418], [-0.422, -1.270, -2.906], [1.285, -4.377, -0.915], [-0.339, 1.914, -8.697], [-0.079, -0.426, -4.752], [-0.639, 1.844, -7.657], [-5.742, -1.166, 0.999], [1.737, -2.708, -1.261], [-0.503, -1.661, 5.600], [1.113, 2.146, 4.023], [-1.182, -4.651, 0.203], [-2.349, -0.710, 1.452], [3.506, 1.287, 1.145], [-1.763, 1.604, -3.975], [-0.393, -1.859, -0.700], [-0.535, 0.705, -5.513], [0.453, 0.041, -7.296], [2.565, -3.326, 3.404], [0.135, 0.433, 5.350], [1.544, -4.215, 1.318], [-0.264, -0.370, -3.342], [0.844, 4.962, -2.199], [2.529, -4.365, 6.662], [-1.482, 2.819, -7.120], [4.413, 2.285, 1.478], [-2.328, -3.467, -0.427], [2.161, -3.774, 5.830], [0.794, 3.680, -4.972], [-0.743, 0.946, 1.733], [0.418, -0.455, 3.487], [4.081, 1.274, -1.229], [0.408, -2.112, 5.219], [-0.540, 2.637, 4.425], [-4.307, 1.411, 2.690], [3.264, -3.609, 2.627], [-2.555, 3.443, -5.369], [5.171, 3.095, 1.808], [-0.660, -3.314, 2.102], [0.499, -3.208, 6.994], [-2.935, 1.485, 2.556], [0.060, 1.944, 3.829], [1.147, -3.338, -0.595], [-1.452, -2.921, 1.463], [-1.364, -3.579, 0.078], [2.233, 2.867, -2.241], [3.772, -4.457, 4.677], [2.873, -3.846, 4.646], [0.775, 2.740, -1.225], [-2.493, 2.314, 3.090], [1.137, 2.841, -2.252], [2.249, 4.368, -4.240], [4.701, 1.646, -2.133], [-1.874, 2.710, -5.786], [0.595, 4.135, -2.869], [2.133, -0.384, -0.444], [1.744, -3.257, 0.815], [0.808, -1.606, 3.948], [1.162, 4.411, -4.257], [0.363, -1.480, -5.242], [-1.289, -1.489, 1.454], [-0.596, 0.610, -0.906], [-3.651, -1.154, 1.117], [-4.747, 2.189, 3.310], [-2.410, -3.192, 1.934], [0.704, 1.684, -2.984], [0.991, -3.047, 6.037], [-0.232, 0.516, 4.317], [-1.418, 1.685, -4.994], [-0.492, 4.063, -2.933], [1.572, -2.413, 2.985], [3.336, 0.811, -0.154]]
}

4.
{
  "formula": "C17H28F3MgO6S",
  "method": "the ωB97M-V functional and the def2-TZVPD basis",
  "homo_energy_ev": -12.1,
  "lumo_ev": -2.1,
  "relative_energy_kcal_mol": 0.0,
  "charge": 1,
  "energy_ev": -54798.1126,
  "orbital_gap_ev": 10.0,
  "species": ["H", "C", "H", "H", "C", "C", "H", "C", "H", "H", "O", "H", "C", "C", "H", "O", "H", "H", "H", "C", "H", "H", "C", "H", "O", "Mg", "C", "C", "H", "H", "H", "O", "C", "C", "O", "F", "H", "H", "S", "C", "F", "H", "C", "H", "H", "C", "H", "H", "O", "H", "C", "H", "F", "H", "C", "H"],
  "coordinates": [[1.370, 2.837, 4.058], [-2.264, -1.304, -0.183], [1.312, -1.417, 1.287], [-2.963, 1.498, 1.000], [1.032, 0.601, 1.961], [-2.070, -3.160, 2.919], [-1.799, -1.253, -2.306], [0.697, -0.753, 1.887], [1.356, -3.192, 3.446], [-2.778, 3.054, -0.956], [-0.859, 2.415, -0.436], [-1.990, -1.910, 0.679], [-1.521, -1.799, -1.397], [2.167, 2.617, -2.590], [-2.787, -2.630, 2.289], [1.968, 0.557, -0.985], [1.737, -2.127, -1.749], [0.049, 3.585, 3.182], [-0.339, -3.161, 1.645], [0.849, 2.850, 3.099], [-1.974, -0.742, 3.939], [-2.082, 1.744, -1.928], [-2.185, 2.141, -0.917], [-2.202, -4.229, 2.756], [2.381, 0.118, -3.391], [0.071, 0.542, -0.506], [0.706, -2.322, -2.026], [-0.778, 0.960, 3.470], [-1.354, 1.608, 4.121], [0.087, -3.014, 4.660], [1.567, 3.182, 2.350], [-1.836, 0.039, 0.104], [-0.622, -2.767, 2.627], [0.311, -3.406, 3.666], [-0.136, -1.591, -1.121], [1.690, 3.315, -1.549], [0.538, -1.996, -3.053], [0.494, -3.387, -1.931], [1.668, 0.850, -2.409], [0.331, 1.468, 2.802], [3.484, 2.717, -2.604], [1.947, 0.943, 1.487], [-0.376, -1.272, 2.607], [-1.721, -2.863, -1.547], [-2.329, -2.959, 3.959], [-1.123, -0.383, 3.375], [0.280, 3.796, 0.540], [-3.343, -1.342, -0.324], [0.195, 0.873, -2.509], [-1.391, 3.668, 1.139], [-0.756, 3.666, 0.252], [0.176, -4.488, 3.687], [1.661, 3.115, -3.707], [-1.048, 4.473, -0.421], [-2.798, 1.106, -0.005], [-3.741, 0.738, -0.408]]
}